(1)
ORCA calculation (ωB97M-V/def2-TZVPD) on a molecular structure, C60H51ClF5GeN3O3PReS.

Spin multiplicity   4
Charge   -1
Expectation value of S²   3.796
E_HOMO (spin up / spin down)   -3.26 / -4.67 eV
LUMO (spin up / spin down)   0.075 / 0.075 hartree

Positions of all 127 atoms, in Å:
Re -0.20246 -0.61307 -0.03094
F 2.27950 -2.42464 6.37399
C 2.13085 -2.36255 5.04126
C 1.58874 -1.24040 4.44693
F 1.22296 -0.19386 5.20476
C 1.43183 -1.19683 3.07461
F 0.93232 -0.05091 2.55909
C 1.77377 -2.25209 2.23578
S 1.52133 -2.30166 0.50701
C 2.33296 -3.36185 2.87479
F 2.69979 -4.42934 2.15499
C 2.51153 -3.42406 4.24168
F 3.02867 -4.52393 4.80804
O 0.13757 3.02855 -1.94537
C -0.79141 2.31030 -1.53767
O -0.98986 1.10068 -1.84403
C -1.75630 2.94713 -0.54211
C -1.86611 4.33610 -0.54875
C -2.71737 4.98913 0.32648
C -3.45377 4.25186 1.24366
C -3.34013 2.87014 1.26782
C -2.50589 2.19534 0.37469
P -2.34210 0.33471 0.34374
C -2.98199 -0.07891 2.00865
C -4.05437 -0.93963 2.22737
C -4.40397 -1.31376 3.51894
C -3.68403 -0.83821 4.60518
C -2.61197 0.02068 4.39769
C -2.26789 0.39942 3.10811
C -3.68970 -0.00511 -0.83964
C -3.41778 -0.58404 -2.07751
C -4.43780 -0.78765 -2.99443
C -5.74352 -0.43099 -2.68185
C -6.02117 0.14955 -1.45354
C -4.99611 0.37586 -0.54473
H -1.26224 4.88416 -1.25952
H -2.80327 6.06869 0.29829
H -4.11536 4.74964 1.94256
H -3.90975 2.30859 1.99815
H -4.60760 -1.34024 1.38746
H -5.22992 -1.99835 3.66644
H -3.94869 -1.14399 5.60994
H -2.03579 0.38976 5.23751
H -1.42734 1.06453 2.95060
H -2.40166 -0.86266 -2.31862
H -4.20946 -1.22842 -3.95700
H -6.53987 -0.59797 -3.39699
H -7.03505 0.43477 -1.20084
H -5.22112 0.85131 0.40243
C -1.56771 -1.81954 0.05385
Ge -2.08533 -3.65228 0.20938
C -1.49147 -4.77948 -1.28132
C -0.33559 -4.46589 -1.99352
C 0.09274 -5.26735 -3.04312
C -0.63268 -6.39765 -3.39610
C -1.78809 -6.72123 -2.69802
C -2.21282 -5.91429 -1.64973
C -1.36735 -4.28197 1.92356
C -0.86624 -5.57089 2.09070
C -0.40956 -6.00346 3.33065
C -0.46797 -5.15576 4.42821
C -0.96817 -3.86859 4.27606
C -1.39903 -3.43252 3.03077
C -4.03798 -3.90510 0.33847
C -4.88521 -3.47077 -0.68187
C -6.26471 -3.55511 -0.55599
C -6.82566 -4.09124 0.59649
C -5.99774 -4.54439 1.61421
C -4.61679 -4.44817 1.48481
H 0.23255 -3.58351 -1.72141
H 0.99349 -5.00833 -3.58606
H -0.29955 -7.02278 -4.21557
H -2.36122 -7.59899 -2.97173
H -3.12429 -6.16789 -1.11816
H -0.81594 -6.24377 1.24110
H -0.00644 -7.00306 3.43933
H -0.11250 -5.49172 5.39515
H -1.01290 -3.19605 5.12529
H -1.76239 -2.41686 2.92215
H -4.46728 -3.03515 -1.58252
H -6.89969 -3.19110 -1.35483
H -7.90210 -4.15439 0.70043
H -6.42693 -4.96651 2.51559
H -3.98287 -4.78691 2.29714
C 6.89426 4.10199 0.41827
C 5.92595 5.04823 -0.30358
C 5.32434 6.01738 0.72143
C 6.75777 5.85397 -1.30975
C 4.82381 4.21983 -1.06179
O 5.53031 3.25069 -1.81474
C 4.03621 5.12523 -2.02604
C 2.85309 4.51248 -2.78534
C 3.18498 3.45849 -3.81797
C 2.46787 2.26679 -3.83836
C 2.74020 1.28318 -4.78093
C 3.73574 1.50198 -5.71385
Cl 4.09687 0.26930 -6.89847
C 4.45139 2.68816 -5.73248
C 4.16680 3.65771 -4.78518
C 3.88196 3.60601 0.00950
N 3.12987 2.41161 -0.36682
C 1.89859 2.07449 0.01109
N 1.65078 0.81973 -0.33086
C 2.79451 0.42300 -0.94575
N 3.71897 1.34858 -0.97381
H 7.60946 4.69361 0.99444
H 7.44169 3.49482 -0.29963
H 6.39787 3.42541 1.11527
H 6.11795 6.64705 1.12924
H 4.86269 5.49854 1.56391
H 4.57954 6.67875 0.27648
H 7.65859 6.22760 -0.81769
H 6.21366 6.71661 -1.69581
H 7.06242 5.22489 -2.14704
H 5.08073 2.38868 -1.76853
H 4.75479 5.51335 -2.74702
H 3.65398 5.98823 -1.47337
H 2.35331 5.34225 -3.29591
H 2.10137 4.10802 -2.11133
H 1.66848 2.12314 -3.11790
H 2.17918 0.35833 -4.79088
H 5.22081 2.84303 -6.47654
H 4.73442 4.58044 -4.79820
H 3.13790 4.35424 0.28306
H 4.44737 3.35262 0.90498
H 1.22145 2.74371 0.51231
H 2.94449 -0.56522 -1.34290


(2)
ORCA calculation (ωB97M-V/def2-TZVPD) on C8H11N in the gas phase.

SMILES   C=C[C@@]12CN3C[C@@H]1[C@@H]2C3
Charge   0
E_HOMO   -8.77 eV
LUMO   0.037 hartree

Positions of all 20 atoms, in Å:
C 1.37055 -1.67407 -2.04297
C 0.59227 -1.85784 -0.92802
C 0.14443 -0.54004 -0.14141
C -0.11335 -0.65927 1.31623
C 0.47344 1.57956 1.09066
C 0.56651 0.88864 -0.29497
C -0.93230 0.51508 -0.55455
C -1.59875 1.05252 0.63552
H 1.13322 -0.79628 -2.72631
H 2.07621 -2.41333 -2.29034
H 0.51404 -2.95597 -0.70442
H -1.26003 -0.91582 1.58917
H 0.91622 -1.06887 1.81684
H 0.09386 2.50044 1.10106
H 1.18482 1.55144 1.97171
H 1.12325 1.19928 -1.20008
H -1.43834 0.65262 -1.60804
H -2.27539 0.19162 0.85203
H -2.05928 1.95284 0.52953
N -0.51139 0.79743 1.58835


(3)
ORCA calculation (ωB97M-V/def2-TZVPD) on 5 unconnected molecules or ions with the total composition C32H65BrFN4O9S.

Charge   +1
E_HOMO   -10.29 eV
LUMO   -0.111 hartree

Positions of all 113 atoms, in Å:
C 3.48930 -1.42700 5.61141
C 3.23294 0.06646 5.43990
F 2.32318 0.49992 6.39856
N 2.72166 0.45637 4.14012
C 1.70742 -0.09325 3.53408
N 0.96919 -1.09911 4.05525
C 1.37048 0.47675 2.17310
C 1.17059 -0.66019 1.15037
C -0.17450 -0.68625 0.40826
C -0.39778 0.45534 -0.59666
N -1.84980 0.71816 -0.72160
C 0.17868 1.40580 2.48440
O -0.93234 0.67299 2.92331
C -2.19365 1.27336 2.66884
O -2.74266 1.79323 3.83353
C -3.55536 0.88341 4.57213
C -4.99821 1.30480 4.53811
O -5.62315 0.76785 3.37434
C 2.60392 1.45358 2.00169
S 3.54626 1.39596 0.46622
C 4.41112 -0.15613 0.29998
O 4.42991 2.51837 0.40612
O 2.52493 1.41657 -0.55440
C 3.32967 1.58204 3.37172
Br 5.23749 1.21985 3.24095
C 2.99590 2.88448 4.15223
C 4.16566 3.78116 4.54004
N 4.69836 4.47389 3.36469
H 4.50885 -1.61207 5.92970
H 2.85419 -1.77571 6.42270
H 3.26486 -2.02318 4.73536
H 4.15408 0.60426 5.63564
H 0.79836 -0.99280 5.05210
H 0.10668 -1.24112 3.53945
H 1.94198 -0.67506 0.39155
H 1.24993 -1.61586 1.66676
H -0.15525 -1.60753 -0.17454
H -1.02079 -0.79542 1.07548
H 0.12819 1.37225 -0.35963
H -0.03664 0.09670 -1.55898
H -2.19040 0.31000 -1.57959
H -2.02259 1.71172 -0.74574
H 0.45702 2.12128 3.26529
H -0.01739 2.00677 1.59664
H -2.85075 0.52142 2.23624
H -2.12344 2.09650 1.96010
H -3.43108 -0.14971 4.25045
H -3.22952 0.93082 5.61247
H -5.00469 2.39567 4.46989
H -5.51763 1.01018 5.44957
H -6.56957 0.84738 3.50072
H 2.16218 2.44085 1.87162
H 5.47452 0.05318 0.30990
H 4.18336 -0.78144 1.16120
H 4.08681 -0.63663 -0.61357
H 2.46365 2.64870 5.06991
H 2.31512 3.50685 3.57498
H 3.75114 4.51662 5.23744
H 4.94256 3.25293 5.08583
H 5.14462 5.34059 3.63600
H 3.93800 4.75573 2.75875
C 1.71071 -0.40854 -5.52117
C 1.23950 1.00852 -5.21876
C -0.27217 0.84797 -5.26809
O -0.55900 -0.49264 -4.84210
C 0.65907 -1.24400 -4.80734
H 2.72258 -0.61782 -5.17760
H 1.67057 -0.59506 -6.59635
H 1.55436 1.30152 -4.21363
H 1.60864 1.75390 -5.92072
H -0.65313 0.96902 -6.28759
H -0.78985 1.55395 -4.61728
H 0.92823 -1.40954 -3.75626
H 0.50263 -2.21479 -5.27898
C -2.76493 -1.65750 -7.07114
C -4.11932 -1.56389 -7.76833
C -3.71060 -1.21301 -9.19137
O -2.43270 -1.81941 -9.40672
C -1.90115 -2.27397 -8.16210
H -2.77913 -2.24938 -6.15750
H -2.39898 -0.66019 -6.82174
H -4.62074 -2.53354 -7.75043
H -4.79101 -0.82809 -7.32796
H -3.60280 -0.12961 -9.31821
H -4.41560 -1.58043 -9.93717
H -1.95836 -3.36822 -8.14230
H -0.85148 -1.98148 -8.08924
C 6.92600 0.04664 7.57489
C 6.18618 0.44552 8.84928
C 6.00191 -0.90396 9.53169
O 7.11652 -1.70705 9.14451
C 7.82326 -1.07679 8.07542
H 7.48393 0.86170 7.11586
H 6.21638 -0.34120 6.83498
H 6.81821 1.09425 9.45809
H 5.24245 0.96172 8.67210
H 5.08366 -1.39902 9.19225
H 5.97088 -0.83010 10.61828
H 8.76659 -0.68348 8.46649
H 8.05000 -1.81639 7.30697
C -9.28087 -2.08823 -7.21871
C -9.61462 -1.86714 -8.69073
C -8.23324 -1.90467 -9.32870
O -7.44116 -2.78933 -8.53059
C -8.12709 -3.07700 -7.30985
H -10.11515 -2.46585 -6.62977
H -8.94112 -1.15257 -6.76827
H -10.22443 -2.69280 -9.06367
H -10.14553 -0.93719 -8.88704
H -7.76368 -0.91463 -9.31756
H -8.25012 -2.26743 -10.35659
H -8.49178 -4.10883 -7.35343
H -7.42814 -2.99223 -6.47623


(4)
ORCA calculation (ωB97M-V/def2-TZVPD) on 5 unconnected molecules or ions with the total composition C26H52FN5O6.

SMILES   O=C1c2ccccc2C(=O)N1CCF.COC[C@@H](C)N.COC[C@@H](C)N.COC[C@@H](C)N.COC[C@@H](C)N
Charge   0
E_HOMO   -9.03 eV
LUMO   -0.003 hartree

Positions of all 90 atoms, in Å:
O -2.50462 -1.07710 2.81474
C -1.64680 -1.52517 2.11693
C -0.29752 -2.03694 2.51234
C 0.16119 -2.63520 3.66894
C 1.49950 -2.99779 3.70766
C 2.35398 -2.74058 2.62507
C 1.88468 -2.14573 1.46551
C 0.54736 -1.80395 1.43274
C -0.27773 -1.18352 0.35996
O 0.06105 -0.44273 -0.51635
N -1.66757 -1.51907 0.65305
C -2.06371 -2.85616 0.15396
C -2.94169 -2.77567 -1.09314
F -2.23567 -3.30158 -2.18479
H -0.51158 -2.82915 4.49319
H 1.89159 -3.48728 4.58999
H 3.39842 -3.00990 2.70225
H 2.52099 -1.94776 0.61518
H -2.59302 -3.36791 0.96049
H -1.19817 -3.48005 -0.09355
H -3.84819 -3.36853 -0.97753
H -3.15452 -1.73008 -1.31034
C -4.88426 1.61165 -2.72388
C -3.58938 1.79907 -1.93866
C -2.67069 2.89269 -2.49573
O -1.96872 2.54115 -3.67178
C -2.69244 2.66449 -4.87929
N -2.90724 0.50892 -1.82222
H -4.71985 1.04633 -3.64151
H -5.60367 1.05251 -2.12619
H -5.33488 2.57073 -2.98714
H -3.86177 2.11656 -0.92728
H -1.89677 3.09297 -1.75076
H -3.22445 3.82926 -2.65197
H -3.37446 3.52029 -4.85222
H -3.25414 1.75718 -5.11432
H -1.96092 2.82150 -5.67207
H -2.11225 0.59297 -1.19328
H -2.49045 0.29914 -2.72674
C 1.91262 4.57530 -4.75791
C 0.63457 5.38268 -4.96135
C 0.01461 5.23235 -6.35589
O 0.67389 5.93320 -7.39059
C 1.82338 5.30137 -7.91770
N 0.89498 6.78181 -4.61082
H 2.77265 5.05873 -5.22209
H 2.12886 4.48536 -3.69381
H 1.81732 3.56921 -5.17059
H -0.10917 4.99820 -4.25623
H -0.99299 5.65562 -6.32182
H -0.08838 4.17120 -6.62254
H 1.70650 4.21330 -7.93513
H 2.72452 5.55576 -7.35437
H 1.94986 5.65700 -8.93971
H 0.02262 7.30160 -4.61580
H 1.44435 7.19611 -5.35891
C 2.83623 1.58662 1.06552
C 4.33515 1.47906 1.32565
C 5.17819 2.47712 0.52283
O 5.33061 2.16034 -0.84530
C 4.24812 2.52513 -1.68196
N 4.76401 0.09284 1.10591
H 2.54756 1.11451 0.12608
H 2.27914 1.08329 1.85655
H 2.51242 2.62859 1.03526
H 4.50367 1.71245 2.38156
H 6.19147 2.47266 0.93315
H 4.78617 3.49722 0.63455
H 3.78793 3.46093 -1.35056
H 3.48360 1.74604 -1.72636
H 4.64772 2.66720 -2.68536
H 5.73244 -0.00935 1.39509
H 4.78451 -0.06292 0.10094
C -2.77958 -6.77155 7.68044
C -1.48918 -6.12181 8.17036
C -0.93077 -5.05033 7.22617
O -0.30098 -5.54844 6.06126
C -1.17081 -5.91221 5.00617
N -0.51267 -7.17162 8.47033
H -2.58713 -7.51493 6.90688
H -3.27243 -7.28607 8.50434
H -3.47278 -6.02944 7.27976
H -1.71635 -5.60886 9.10997
H -0.15088 -4.50172 7.76053
H -1.71080 -4.32571 6.95344
H -2.03852 -5.24631 4.95899
H -1.51007 -6.94672 5.09403
H -0.60619 -5.81972 4.07810
H 0.30073 -6.76299 8.92042
H -0.16237 -7.53767 7.58929


(5)
ORCA calculation (ωB97M-V/def2-TZVPD) on C4H5NO2S in the gas phase.

SMILES   O[C@@H]1C[C@]12ON=CS2
Charge   0
E_HOMO   -8.83 eV
LUMO   0.024 hartree

Positions of all 13 atoms, in Å:
C 1.27721 0.14566 -0.37055
C 1.05757 0.96435 0.88117
C -0.09425 0.33920 0.15922
C -2.23563 -0.38639 -0.69910
H 1.17707 -1.70396 0.05428
H 1.52668 0.60617 -1.32868
H 1.30506 0.52541 1.84261
H 1.14479 2.00773 0.85125
H -3.18826 -0.49107 -1.21960
N -1.74782 -1.27308 0.03852
O 1.86936 -1.09374 -0.30599
O -0.66815 -0.81941 0.75370
S -1.42361 1.17913 -0.65682


(6)
ORCA calculation (ωB97M-V/def2-TZVPD) on 8 unconnected molecules or ions with the total composition C6H26O7.

SMILES   C=CCCCC.O.O.O.O.O.O.O
Charge   0
E_HOMO   -9.93 eV
LUMO   0.012 hartree

Positions of all 39 atoms, in Å:
C 0.12783 -1.57725 1.69679
C -0.04248 -2.83412 0.89461
C 0.33602 -2.60250 -0.58952
C -0.56708 -1.71543 -1.48552
C -2.91245 -1.06289 -0.82264
C -1.98934 -1.87504 -1.24712
H -0.33203 -1.88722 2.66745
H -0.49683 -0.56823 1.25921
H 1.10475 -1.11994 1.76240
H 0.72965 -3.43631 1.48723
H -1.02628 -3.29372 1.02454
H 0.21529 -3.56621 -1.23335
H 1.40851 -2.20369 -0.62862
H -0.28143 -1.86558 -2.60678
H -0.21519 -0.62672 -1.30239
H -2.36973 -0.11546 -0.62920
H -3.95360 -1.06504 -0.96513
H -2.26726 -2.91204 -1.30112
H 1.24202 3.60306 1.19645
H 2.41008 3.36042 2.02116
O 1.69832 2.95279 1.63907
H 1.82135 0.02468 -2.65046
H 2.31596 -0.83108 -3.98770
O 2.51932 -0.10318 -3.42184
H 1.47288 1.80798 4.42762
H 0.30942 2.49088 3.43483
O 1.18069 2.56921 3.84034
H 1.36922 -0.25233 -0.04633
H 2.15675 1.15061 0.03516
O 1.86994 0.30065 -0.55798
H -1.40970 1.68114 -1.18482
H -0.39078 2.50449 -0.78418
O -1.19952 2.15257 -0.42706
H -3.17719 0.43345 1.61108
H -2.36649 1.60998 1.64464
O -2.87968 1.11158 2.15446
H 1.40500 3.24403 -2.67606
H 1.35813 1.85655 -1.98413
O 0.82592 2.65988 -2.26512


- Number 3 is which compound?
  C32H65BrFN4O9S


- Among the records above, which one has the highest charge?
  C32H65BrFN4O9S


Repeat the fifth record exactly.
ORCA calculation (ωB97M-V/def2-TZVPD) on C4H5NO2S in the gas phase.

SMILES   O[C@@H]1C[C@]12ON=CS2
Charge   0
E_HOMO   -8.83 eV
LUMO   0.024 hartree

Positions of all 13 atoms, in Å:
C 1.27721 0.14566 -0.37055
C 1.05757 0.96435 0.88117
C -0.09425 0.33920 0.15922
C -2.23563 -0.38639 -0.69910
H 1.17707 -1.70396 0.05428
H 1.52668 0.60617 -1.32868
H 1.30506 0.52541 1.84261
H 1.14479 2.00773 0.85125
H -3.18826 -0.49107 -1.21960
N -1.74782 -1.27308 0.03852
O 1.86936 -1.09374 -0.30599
O -0.66815 -0.81941 0.75370
S -1.42361 1.17913 -0.65682


- charge of number 5 (C4H5NO2S)?
  0